# 1
Molecular formula: C17H22NO2SiTc
Method: DFT, the ωB97M-V functional and the def2-TZVPD basis

Properties
Kohn-Sham gap (alpha / beta)   7.51 / 7.07 eV
Multiplicity   4
Net charge   +1
Electronic energy   -1236.14818 Ha

```
44
C17H22NO2SiTc (the ωB97M-V functional and the def2-TZVPD basis)
O 2.831 -2.674 0.255
H -3.173 3.292 0.466
C -2.757 0.004 -0.198
H 2.888 -0.141 1.997
C -3.419 1.205 0.032
H 2.235 2.548 2.420
C -2.680 2.346 0.269
H 2.266 4.557 -1.379
O -0.747 -1.352 -0.384
C -1.341 -0.083 -0.196
N 0.845 1.146 -0.063
H 4.380 2.702 -0.398
H 3.700 1.427 -1.425
H 0.995 3.716 1.930
C -1.614 -3.074 -1.764
H 1.524 -1.167 2.596
C -2.305 -4.276 -1.907
C -2.745 -4.304 0.474
H 2.707 4.092 1.692
H 1.499 -0.830 -2.145
H 3.974 1.125 0.303
C -2.876 -4.888 -0.788
C 3.662 1.877 -0.428
C -0.530 1.120 -0.010
C 2.486 -1.174 2.044
C 1.965 3.289 1.660
H -1.146 -2.594 -2.619
Tc 0.978 -0.690 -0.567
H -0.775 3.235 0.447
H -3.410 -5.827 -0.899
C 1.474 3.804 -1.312
H -1.916 -2.648 1.597
H 1.352 3.356 -2.303
Si 1.927 2.501 -0.046
H -3.176 -4.786 1.347
H 3.210 -1.822 2.583
H -3.372 -0.869 -0.381
C -1.280 2.295 0.247
C -1.506 -2.483 -0.506
H -4.502 1.240 0.032
H -2.388 -4.738 -2.887
C 2.256 -1.675 0.656
H 0.548 4.324 -1.057
C -2.047 -3.105 0.619
```

Atomic partial charges in e from the Löwdin method, atoms 1 to 4:
1 O 0.06
2 H 0.12
3 C 0.01
4 H 0.07

=====

# 2
Molecular formula: C17H22O5
Method: DFT, the ωB97M-V functional and the def2-TZVPD basis

Properties
Kohn-Sham gap   9.39 eV
Multiplicity   1
Relative energy (zero: lowest compared OMol25 entry of this formula, charge and spin)   124.28 kcal/mol
Electronic energy   -1037.01340 Ha
SMILES   C=C1C(=O)[C@H](OC(C)=O)/C=C(/C)C(=O)[C@H](O)[C@@H]2[C@@H]1CC2(C)C

```
44
C17H22O5 (the ωB97M-V functional and the def2-TZVPD basis)
H 2.422 1.674 -3.496
C 0.379 1.644 1.785
H -1.134 0.991 -3.130
O -1.822 -0.969 2.877
C 0.352 -1.166 -2.613
O -2.729 -0.101 0.257
H 3.021 0.169 -2.895
C 0.858 0.289 -2.688
H -0.613 3.373 2.666
C 0.230 3.126 2.043
O -1.046 -3.111 2.414
H 2.840 0.629 -0.632
H -1.637 1.314 2.599
H 2.237 0.220 -4.310
C 1.588 1.075 1.111
H -1.249 -3.297 -1.691
C -0.951 -0.424 1.802
C -1.573 -0.581 0.396
C -1.574 -2.270 3.176
C 1.916 1.169 -0.371
H -0.013 -0.921 1.884
C 2.195 0.631 -3.328
H -0.222 1.110 -1.051
C 0.388 -1.035 -1.066
H 3.000 2.882 -0.365
O 2.303 2.507 -0.851
H -0.557 -1.570 -3.100
C 0.672 0.518 -1.157
H 0.149 2.337 -3.101
H 1.185 -1.733 -3.028
C -0.138 1.249 -3.423
O 2.560 0.847 1.823
H 1.084 3.395 2.690
H -2.450 -2.835 -0.460
H -3.204 -3.273 4.176
H -2.690 -1.854 4.946
H -1.569 -3.286 5.035
C -0.740 0.905 2.172
H 1.150 -1.651 -0.633
H 0.176 3.772 1.139
C -2.291 -2.715 4.397
C -0.930 -1.438 -0.546
H -0.029 1.034 -4.491
C -1.542 -2.626 -0.960
```

Atomic partial charges in e from the Löwdin method, atoms 1 to 4:
1 H 0.09
2 C -0.14
3 H 0.07
4 O 0.05

=====

# 3
Molecular formula: C17H22O5
Method: DFT, the ωB97M-V functional and the def2-TZVPD basis

Properties
Kohn-Sham gap   10.13 eV
Multiplicity   1
Relative energy (zero: lowest compared OMol25 entry of this formula, charge and spin)   147.16 kcal/mol
Electronic energy   -1036.97693 Ha
SMILES   C=C(C)COC(=O)[C@@H]1[C@@H]2C[C@@H]([C@H]3O[C@@H]23)[C@@H]1C(=O)OCC(=C)C

```
44
C17H22O5 (the ωB97M-V functional and the def2-TZVPD basis)
H -3.246 0.172 3.284
H -3.022 -0.269 5.072
C 1.044 -0.577 -1.122
C 0.187 0.770 -1.028
H 1.919 -0.373 -1.846
H 0.086 -0.472 3.891
C 1.038 5.032 -2.880
C -0.655 -0.625 3.112
H 0.961 -3.498 0.757
C -1.905 -1.409 3.573
C 0.302 4.821 -0.576
H -0.257 4.333 0.165
H 0.649 5.821 -0.523
H -0.693 -3.442 -1.256
C 0.996 -2.730 -0.140
H 2.094 4.989 -2.654
C -0.389 -2.456 -0.897
C -1.960 -2.696 3.202
O 1.114 -4.064 -2.291
H -1.101 -3.298 2.756
H -2.931 -3.243 3.456
H -3.887 -1.391 4.164
H 2.877 -3.733 -1.004
H 0.739 6.060 -2.769
H -0.417 -1.385 -2.776
O 0.635 1.755 -1.613
O 1.377 0.533 1.682
C 1.309 -2.638 -2.536
H -1.202 2.859 -1.668
H 2.744 -1.337 0.113
C -0.182 2.817 -2.068
O 0.023 -1.344 2.197
C 0.266 -1.669 -2.022
H 0.955 4.599 -3.847
H -0.272 2.858 -3.184
C 0.941 -0.618 1.395
C 1.816 -3.409 -1.241
H -0.951 0.322 2.671
H -1.222 -1.860 -0.343
H 2.123 -2.193 -3.139
C 1.629 -1.290 0.117
C 0.481 4.140 -1.742
O -0.898 0.762 -0.529
C -3.113 -0.626 4.087
```

Atomic partial charges in e from the Löwdin method, atoms 1 to 4:
1 H 0.11
2 H 0.05
3 C -0.08
4 C -0.53

=====

# 4
Molecular formula: C17H23AlBF5N3O4
Method: DFT, the ωB97M-V functional and the def2-TZVPD basis

Properties
Kohn-Sham gap   6.37 eV
Multiplicity   1
Net charge   -1
Electronic energy   -1893.29571 Ha

```
54
C17H23AlBF5N3O4 (the ωB97M-V functional and the def2-TZVPD basis)
C 4.282 -2.867 -0.036
C 6.432 -1.249 0.608
F -6.431 -0.558 -2.298
N 1.968 1.992 0.840
H -0.605 5.152 -0.993
C 0.947 3.495 -0.557
O -1.708 -4.390 -1.813
N 2.020 3.258 0.274
H 6.378 -0.995 -0.552
C -0.797 -1.017 0.456
H -3.115 -1.441 0.841
B -1.591 -3.660 -0.502
O -0.183 2.141 2.136
H -2.928 2.889 1.446
C -0.109 4.684 -0.042
H -3.470 -4.390 0.240
F -6.091 1.258 -0.009
C -2.892 0.793 0.451
C -3.359 1.806 1.697
H 7.418 -1.823 0.893
H -2.564 -3.478 1.411
C 0.524 -0.002 0.603
C 5.057 -2.001 1.122
H 1.415 3.165 -2.814
C -0.482 -2.466 -0.279
F -6.148 2.335 -2.745
H -3.912 0.535 -0.113
H 4.985 -3.693 -0.502
H -0.415 3.147 -2.352
C 1.059 -2.793 -0.843
F -2.034 1.475 -0.544
H -2.171 -0.564 2.217
C 2.997 0.972 0.366
C 2.041 -0.321 0.045
H 0.585 5.483 0.510
O 4.317 1.151 0.220
N -2.525 -4.132 0.599
C 2.328 -1.764 -0.681
F -8.606 1.268 -1.534
H 3.410 -3.454 0.507
H 1.268 -3.833 -1.362
H -0.883 4.268 0.750
H -4.519 1.819 1.854
H -2.775 1.478 2.685
C -2.282 -0.625 1.030
O 3.707 -2.043 -1.132
Al -6.819 1.076 -1.647
H 5.388 -2.754 1.987
H 6.458 -0.202 1.162
H 4.295 -1.226 1.586
H 0.719 1.584 -1.965
H -1.859 -3.710 -2.533
C 0.652 2.755 -1.993
C 0.623 1.476 1.305
```

Atomic partial charges in e from the Löwdin method, atoms 1 to 4:
1 C -0.21
2 C -0.15
3 F -0.28
4 N -0.07